Entry i
The following is a quantum chemistry calculation of the ion C6H9N2S with charge +1, from OMol25.

## Properties
HOMO, Ha: -0.5291
Lowest unoccupied orbital energy, eV: -7.1
HOMO-LUMO gap, Ha: 0.2681

Geometry as ORCA input:
```
! wB97M-V def2-TZVPD RIJCOSX def2/J DEFGRID3
* xyz 1 1
C -3.074 -0.637 -0.486
C -1.618 -0.553 -0.784
C -4.251 -1.581 1.452
C 0.192 1.024 0.812
C 0.936 -0.300 0.737
C 0.625 -1.075 -0.544
N -3.577 -1.307 0.484
N -0.729 -1.426 -0.485
S -4.819 -2.241 2.746
H -3.810 -0.109 -1.094
H -1.340 0.417 -1.181
H -0.854 0.913 0.814
H 0.431 1.433 1.717
H 0.371 1.643 -0.207
H 0.711 -0.802 1.700
H 2.021 -0.298 0.746
H 0.838 -0.393 -1.324
H 1.225 -1.992 -0.591
*
```

Entry ii
The following is a quantum chemistry calculation of the ion C6H9N2S with charge +1, from OMol25.

## Properties
HOMO, Ha: -0.4883
SMILES: C[C@@H]1[NH2+]Cc2nscc21
Lowest unoccupied orbital energy, eV: -3.4
HOMO-LUMO gap, Ha: 0.3618

Geometry as ORCA input:
```
! wB97M-V def2-TZVPD RIJCOSX def2/J DEFGRID3
* xyz 1 1
C -1.131 1.410 0.764
C -0.773 0.478 -0.494
N -1.165 -0.984 -0.320
C 0.036 -1.803 0.015
C 1.140 -0.813 0.113
N 2.395 -0.901 0.437
S 3.179 0.546 0.164
C 1.722 1.301 -0.493
C 0.724 0.383 -0.474
H -0.580 0.988 1.614
H -2.283 1.261 0.781
H -0.744 2.336 0.520
H -1.181 0.831 -1.398
H -1.551 -1.243 -1.198
H -1.872 -1.157 0.393
H 0.211 -2.689 -0.621
H 0.122 -2.228 1.124
H 1.749 2.283 -0.927
*
```

Entry iii
The following is a quantum chemistry calculation of the ion C6H9N2S with charge +1, from OMol25.

## Properties
HOMO (alpha / beta), Ha: -0.4404 / -0.4578
Lowest unoccupied orbital energy (alpha / beta), eV: -4.4 / -4.4
HOMO-LUMO gap (alpha / beta), Ha: 0.2784 / 0.2956

Geometry as ORCA input:
```
! wB97M-V def2-TZVPD RIJCOSX def2/J DEFGRID3
* xyz 1 1
C 0.718 0.592 -1.911
C -0.629 0.796 -1.330
C 1.369 0.416 -0.563
C -1.173 -0.238 -0.456
C 0.829 -0.521 0.514
C -0.063 0.277 1.554
N 0.504 1.581 -0.928
N -0.273 -1.420 -0.138
S -0.572 -0.587 2.914
H 1.151 0.704 -2.913
H -1.401 1.255 -1.985
H 2.416 0.679 -0.531
H -2.238 -0.122 -0.115
H 1.401 -1.279 1.062
H 0.077 1.457 1.669
H -0.717 -2.057 0.586
H -0.073 -1.886 -1.010
H -1.327 0.354 3.581
*
```

Calculated relative energies: entry i 2.316; entry ii 0.000; entry iii 4.831, given in eV